1.
The following is a quantum chemistry calculation of a molecular structure, C10H18IrN5O6P2S, from the OMol25 dataset.

Geometry as XYZ:
```
43
Properties=species:S:1:pos:R:3:forces:R:3:lowdin_charge:R:1
Ir 0.6111 0.0352 -0.9706 0.487 -2.784 1.591 1.44
C -1.0652 3.9101 -1.0682 0.590 -0.300 -1.181 0.04
C -0.7256 2.4855 -1.2845 -2.417 -1.279 0.614 -0.18
N 0.4579 1.9655 -0.9459 2.070 0.145 -0.016 -0.21
N 1.7177 2.5967 -0.9377 -1.242 0.137 -0.490 0.05
C 2.6918 2.0092 -1.6523 0.552 1.267 0.738 -0.58
N 3.8568 2.6594 -1.6352 -1.040 -1.094 -0.535 0.22
S 2.2300 0.4491 -2.4704 1.378 1.031 0.639 0.82
C -1.7332 1.4099 -1.4336 2.219 1.613 -0.474 -0.13
C -3.1233 1.5578 -1.4703 -3.083 0.812 0.200 0.06
C -3.9384 0.4838 -1.6762 -0.104 0.695 0.275 0.05
C -3.3798 -0.7849 -2.0289 -1.721 0.352 0.168 0.12
C -2.0007 -0.9118 -1.9655 1.276 0.460 -0.308 0.00
N -1.2429 0.1288 -1.6200 -1.612 -1.234 -1.409 -0.11
H -1.3108 4.4273 -1.9931 -0.311 -0.051 -0.175 0.13
H -0.1608 4.3738 -0.7348 0.234 0.655 0.619 0.08
H -1.8774 4.0015 -0.3726 -0.306 0.209 0.489 0.11
H 1.9194 3.3358 -0.2603 -0.250 -0.197 -0.171 0.20
H 3.9426 3.6435 -1.3652 -0.113 -0.472 0.001 0.17
H 4.7016 2.1946 -1.9116 0.396 -0.145 -0.363 0.15
H -3.5845 2.5427 -1.2855 0.351 -0.572 -0.034 0.16
H -5.0190 0.5447 -1.5581 0.224 0.265 -0.234 0.15
H -4.0608 -1.5908 -2.2883 0.391 -0.107 -0.069 0.16
H -1.5294 -1.8488 -2.2447 0.227 0.176 0.264 0.15
N 2.1602 -2.2774 2.4905 -1.309 0.573 0.906 0.19
C 0.8124 -2.1340 1.8423 -1.447 0.821 0.501 -0.47
C -0.2825 -2.9402 2.5543 0.725 -1.353 1.012 -0.07
P 0.3651 -0.2590 2.1417 -1.411 0.030 -0.875 0.49
O -0.7496 0.0047 3.3259 2.568 -0.752 -0.921 -0.10
O -0.4562 0.2121 0.8385 1.695 -0.477 1.175 -0.41
O 1.7192 0.2782 2.3786 -0.246 0.632 0.080 -0.28
P 1.0972 -2.8428 0.1856 1.455 -2.320 -1.299 0.49
O 0.2576 -4.2614 0.0468 2.152 1.859 0.575 -0.09
O 0.2270 -1.9304 -0.7396 0.712 1.323 -0.919 -0.47
O 2.6026 -2.9417 -0.0211 -3.329 0.342 0.402 -0.26
H 2.1260 -3.0721 3.0841 0.412 -1.212 0.812 0.16
H 2.2798 -1.4378 3.0534 0.647 0.381 0.177 0.13
H 2.9069 -2.3637 1.8132 0.497 -0.169 -0.755 0.13
H -0.1032 -2.8918 3.6360 -0.382 0.268 -0.049 0.11
H -0.1383 -3.9961 2.3124 -0.244 0.015 0.068 0.09
H -1.3359 -2.7020 2.3601 0.511 0.400 -0.180 0.11
H -0.2325 0.1266 4.1702 -0.872 -0.004 -0.706 0.13
H -0.6326 -4.1899 -0.2996 -0.330 0.060 -0.144 0.09
```
Positions in Å, forces in eV/Å.

## Properties
Kohn-Sham gap (alpha / beta) = 6.8261 / 4.9909 eV
multiplicity = 6
relative energy (zero: lowest compared OMol25 entry of this formula, charge and spin) = 0.072 eV
<S²> = 8.77
charge = +3

=====

2.
The following is a quantum chemistry calculation of C10H18N2O in the gas phase, from the OMol25 dataset.

Geometry as XYZ:
```
31
Properties=species:S:1:pos:R:3:forces:R:3:lowdin_charge:R:1
C -1.5439 1.1222 0.5347 -0.152 0.134 0.003 0.07
C -0.8578 0.0091 0.5548 4.218 -0.795 -2.333 -0.05
N 0.6969 -0.2985 -0.2656 -4.483 1.139 2.598 0.14
C 1.2943 0.6414 -1.1869 0.405 0.294 -0.439 -0.59
C 1.6681 1.9177 -0.4204 -0.103 -0.255 -0.098 -0.03
C 2.5835 0.0481 -1.7669 -0.067 -0.035 0.026 -0.05
C 0.3368 0.9461 -2.3476 0.109 -0.022 0.209 -0.03
C 0.8791 -1.6366 -0.1231 -0.007 -0.301 0.048 -0.55
O 1.7819 -2.3140 -0.5715 0.356 -0.283 -0.192 0.05
N -0.1201 -2.1761 0.6476 -0.214 -0.205 0.049 0.12
C -1.0819 -1.2892 1.2520 -0.238 -0.303 0.385 -0.54
C -0.8024 -1.1161 2.7557 0.008 0.027 -0.233 -0.01
C -2.5027 -1.8218 1.0228 0.217 0.194 -0.035 -0.02
H -1.2718 2.0113 0.0012 0.176 0.094 -0.134 0.05
H -2.4673 1.1693 1.0925 -0.141 -0.078 0.101 0.07
H 2.0700 2.6590 -1.1058 0.033 0.105 -0.090 0.09
H 0.8114 2.3418 0.0917 -0.077 0.107 0.060 0.06
H 2.4258 1.6867 0.3246 0.068 -0.017 0.072 0.09
H 2.3768 -0.8373 -2.3591 0.047 -0.025 -0.042 0.08
H 3.2666 -0.2348 -0.9711 0.073 -0.041 0.013 0.09
H 3.0631 0.7952 -2.3961 -0.010 0.144 -0.037 0.09
H 0.0069 0.0159 -2.8050 -0.026 -0.078 -0.055 0.09
H -0.5385 1.4969 -2.0142 -0.098 0.028 -0.016 0.06
H 0.8508 1.5375 -3.1022 0.018 0.091 -0.062 0.08
H -0.0105 -3.1238 0.9714 0.099 0.134 -0.057 0.15
H -0.9042 -2.0719 3.2643 -0.022 -0.112 0.065 0.08
H -1.4999 -0.4069 3.1926 -0.094 0.070 0.086 0.08
H 0.2101 -0.7468 2.9000 0.077 0.030 0.030 0.09
H -3.2397 -1.1386 1.4341 -0.135 0.053 0.087 0.08
H -2.6141 -2.7890 1.5075 -0.024 -0.088 0.079 0.08
H -2.6870 -1.9415 -0.0411 -0.016 -0.005 -0.088 0.09
```
Positions in Å, forces in eV/Å.

## Properties
Kohn-Sham gap = 9.5690 eV
SMILES string = C=C1N(C(C)(C)C)C(=O)NC1(C)C
relative energy (zero: lowest compared OMol25 entry of this formula, charge and spin) = 0.573 eV

=====

3.
The following is a quantum chemistry calculation of C10H18N2O in the gas phase, from the OMol25 dataset.

Geometry as XYZ:
```
31
Properties=species:S:1:pos:R:3:forces:R:3:lowdin_charge:R:1
C -1.3545 -0.2743 -1.4292 1.850 0.802 -1.291 0.05
C -0.7622 -0.9912 -0.4617 -0.394 0.191 -2.378 -0.38
C -1.5884 -1.5490 0.6294 -0.698 -2.650 1.352 -0.08
C 0.6774 -1.3333 -0.5952 1.095 -1.217 1.754 -0.34
C 1.0235 -2.8431 -0.9879 -1.438 3.014 -2.186 -0.02
C 1.3341 -0.9759 0.7651 0.084 -1.433 1.764 -0.19
C 1.7767 0.4272 0.7389 0.173 0.440 -7.060 -0.13
C 0.7545 1.4523 0.2883 0.566 0.095 1.083 -0.27
N 0.7995 2.1447 -0.8064 0.163 -0.877 0.013 -0.25
O 1.4162 1.9131 -1.9125 0.334 -0.376 0.070 -0.12
C 0.0245 3.3576 -0.7262 -0.744 0.353 -0.724 -0.11
C -0.6767 3.2817 0.6000 -0.032 -2.607 0.452 -0.11
N -0.1740 1.9522 1.2143 0.711 1.526 1.464 0.04
H -2.3639 -0.0364 -1.2498 -1.327 0.386 -0.246 0.04
H -0.8466 0.1989 -2.3967 -0.887 -1.247 2.435 0.12
H -2.3055 -0.8650 1.0533 -0.084 0.505 0.098 0.07
H -1.0158 -2.0076 1.4816 -0.330 0.734 -0.754 0.08
H -2.2196 -2.4470 0.3268 0.723 1.042 -0.182 0.10
H 1.1650 -0.6312 -1.2156 0.115 0.483 -1.562 0.10
H 2.0805 -2.8480 -1.3178 -0.671 -0.374 0.215 0.08
H 0.2769 -3.1014 -1.8476 1.549 -0.143 1.712 0.12
H 0.8621 -3.2702 -0.0445 -0.187 -1.837 0.807 0.04
H 2.2694 -1.6319 0.9987 -1.826 0.887 -0.148 0.15
H 0.5720 -0.9567 1.6114 1.108 -1.012 -0.826 0.12
H 2.1369 0.8225 1.5690 1.923 1.321 4.097 0.07
H 2.5824 0.4828 -0.1165 -1.118 0.275 1.669 0.17
H 0.7734 4.1427 -0.7347 -0.183 0.410 -0.495 0.13
H -0.6847 3.3960 -1.5875 0.791 0.171 0.558 0.14
H -0.3527 4.0927 1.2169 -0.662 0.506 0.560 0.10
H -1.7298 3.0331 0.4827 -0.174 1.169 0.198 0.11
H 0.1748 2.1007 2.2297 -0.432 -0.538 -2.452 0.16
```
Positions in Å, forces in eV/Å.

## Properties
Kohn-Sham gap = 8.1277 eV
SMILES string = C=C(C)[C@H](C)CCC1=[N+]([O-])CCN1
relative energy (zero: lowest compared OMol25 entry of this formula, charge and spin) = 4.695 eV

=====

4.
The following is a quantum chemistry calculation of C10H18N2O3 in the gas phase, from the OMol25 dataset.

Geometry as XYZ:
```
33
Properties=species:S:1:pos:R:3:forces:R:3:lowdin_charge:R:1
C -3.4350 1.4773 0.0316 0.033 -2.074 -0.191 -0.07
C -1.9951 0.9991 -0.2683 0.685 -0.462 1.200 -0.29
C -0.9026 1.9996 0.3631 -1.692 -1.232 -1.049 -0.03
C -1.7083 -0.4984 0.1901 -1.876 2.125 -0.361 -0.22
N -0.4529 -0.9556 -0.2927 0.299 -0.627 2.591 0.08
C 0.4833 -1.1671 0.7087 2.657 -1.403 -1.689 -0.38
O 0.3259 -1.1866 1.9045 -0.652 0.279 -0.346 0.09
C 1.9520 -1.4915 0.0872 -1.836 0.973 0.803 -0.25
C 2.9766 -0.8110 0.9960 -0.067 0.405 -1.340 -0.12
C 2.9452 0.6310 0.3732 1.238 0.460 0.066 -0.15
C 2.5633 0.5001 -1.1122 0.706 -2.435 -0.178 -0.16
N 2.0432 -0.9172 -1.2657 0.474 0.258 0.708 -0.04
C -2.8816 -1.4774 -0.0352 0.389 1.374 0.436 -0.49
O -3.9662 -1.3003 0.4654 0.621 -0.680 -0.560 0.10
O -2.5322 -2.4779 -0.8224 2.327 -0.694 -0.666 0.10
H -3.7073 1.4291 1.1062 0.376 -0.035 -0.579 0.10
H -4.1742 0.8320 -0.5199 0.649 0.879 0.567 0.09
H -3.4860 2.4762 -0.2978 -0.378 1.297 -0.420 0.05
H -1.7591 0.9658 -1.3240 -0.513 0.395 -0.587 0.12
H -0.0668 2.0170 -0.3259 0.370 0.215 0.206 0.05
H -1.3856 2.9727 0.3991 0.271 0.191 0.022 0.07
H -0.6087 1.7036 1.3589 0.164 -0.102 0.280 0.07
H -1.6460 -0.3954 1.2480 0.228 -0.317 0.961 0.14
H -0.0844 -0.8500 -1.2094 0.359 0.447 -0.816 0.12
H 2.1393 -2.5528 0.0101 -0.445 -0.425 0.187 0.14
H 3.9170 -1.3234 0.7819 0.290 0.387 0.057 0.11
H 2.7793 -0.9506 2.0625 -0.213 0.457 -0.286 0.11
H 2.2714 1.3486 0.8431 -0.173 -0.414 0.332 0.10
H 3.9238 1.1203 0.3874 0.008 -0.142 0.409 0.10
H 3.4022 0.5618 -1.8698 -0.920 0.541 1.047 0.13
H 1.7380 1.1032 -1.3573 -0.641 1.306 -0.502 0.06
H 2.8156 -1.3998 -1.6743 0.219 -0.585 -0.656 0.09
H -1.4840 -2.3821 -0.9422 -2.959 -0.361 0.353 0.16
```
Positions in Å, forces in eV/Å.

## Properties
Kohn-Sham gap = 10.2021 eV
SMILES string = CC(C)[C@H](NC(=O)[C@@H]1CCCN1)C(=O)O
relative energy (zero: lowest compared OMol25 entry of this formula, charge and spin) = 1.212 eV

=====

Asked for largest force on an atom across the records above, the calculation gives 3.4 5.3 7.1 3.4 eV/Å in order.
Asked for total energy across the records above, the calculation gives -62620.1418 -15689.3113 -15685.1896 -19784.6757 eV in order.